Entry 1:
83
Properties=species:S:1:pos:R:3 method="wB97M-V/def2-TZVPD" molar_mass_g_mol=539.7 energy_ev=-51213.49616 orbital_gap_ev=5.01 total_charge=+1
C 2.123 -0.447 -4.412
N 0.723 -0.861 -4.493
C 0.445 -1.971 -5.410
C -0.269 0.023 -4.136
C -1.662 -0.237 -4.233
C -2.220 -1.496 -3.904
C -3.566 -1.728 -4.042
C -4.421 -0.741 -4.535
C -5.870 -1.027 -4.733
C -3.886 0.506 -4.856
C -2.550 0.767 -4.688
H 2.783 -1.208 -4.829
H 2.263 0.478 -4.967
H 2.399 -0.277 -3.373
H 1.323 -2.224 -6.003
H 0.131 -2.855 -4.860
H -0.352 -1.689 -6.096
H 0.049 1.036 -3.952
H -1.577 -2.256 -3.498
H -3.978 -2.683 -3.765
H -6.398 -0.153 -5.115
H -6.012 -1.837 -5.450
H -6.347 -1.323 -3.798
H -4.535 1.265 -5.259
H -2.147 1.729 -4.950
C -5.228 0.520 3.467
N -4.338 -0.581 3.115
C -4.370 -1.700 4.055
C -3.222 -0.388 2.245
C -2.899 -1.346 1.282
C -1.786 -1.186 0.482
C -0.976 -0.081 0.637
P 0.500 -0.003 -0.402
C 1.173 1.558 0.207
C 2.036 1.626 1.284
C 2.432 2.852 1.770
C 1.973 4.034 1.183
N 2.319 5.297 1.749
C 3.057 6.307 0.995
C 2.333 5.491 3.196
C 1.112 3.947 0.085
C 0.710 2.713 -0.386
C 1.567 -1.127 0.522
C 2.804 -1.399 -0.024
C 3.710 -2.183 0.663
C 3.391 -2.683 1.928
N 4.351 -3.408 2.696
C 4.520 -3.145 4.122
C 4.896 -4.688 2.246
C 2.134 -2.395 2.463
C 1.228 -1.625 1.764
C -1.281 0.877 1.584
C -2.404 0.737 2.371
H -5.182 1.308 2.719
H -6.253 0.159 3.518
H -4.954 0.938 4.432
H -3.569 -2.404 3.844
H -4.239 -1.331 5.071
H -5.321 -2.223 3.987
H -3.546 -2.197 1.162
H -1.529 -1.934 -0.253
H 2.372 0.719 1.760
H 3.108 2.917 2.605
H 3.083 6.066 -0.064
H 2.589 7.281 1.119
H 4.083 6.363 1.357
H 1.689 4.763 3.684
H 3.342 5.381 3.587
H 1.965 6.487 3.437
H 0.729 4.853 -0.349
H -0.008 2.641 -1.190
H 3.074 -0.954 -0.970
H 4.688 -2.374 0.260
H 4.177 -2.142 4.366
H 3.952 -3.861 4.713
H 5.572 -3.219 4.390
H 4.667 -4.866 1.199
H 5.976 -4.700 2.373
H 4.467 -5.499 2.832
H 1.882 -2.793 3.431
H 0.272 -1.383 2.197
H -0.625 1.721 1.724
H -2.647 1.474 3.116


Entry 2:
94
Properties=species:S:1:pos:R:3 method="wB97M-V/def2-TZVPD" molar_mass_g_mol=832.5 multiplicity=4 relative_energy_kcal_mol=84.0 energy_ev=-170855.18657 orbital_gap_ev="8.00 / 8.33" total_charge=+1
V -1.678 0.280 1.849
C 0.205 0.227 4.197
O -0.492 -0.560 3.229
C -0.875 -1.861 3.688
C -2.240 -1.832 4.352
O -3.205 -1.375 3.434
C -3.849 -2.316 2.609
C -3.029 -2.608 1.362
O -2.572 -1.380 0.822
C -3.064 -1.067 -0.476
H -0.451 0.529 5.014
H 1.049 -0.337 4.599
H 0.567 1.120 3.690
H -0.934 -2.465 2.783
H -0.119 -2.281 4.356
H -2.467 -2.830 4.742
H -2.252 -1.119 5.180
H -4.066 -3.251 3.139
H -4.788 -1.844 2.318
H -2.159 -3.230 1.597
H -3.657 -3.160 0.657
H -4.146 -1.210 -0.538
H -2.830 -0.021 -0.654
H -2.573 -1.685 -1.235
C -4.793 3.192 1.832
C -3.283 3.367 1.902
O -2.854 4.723 1.967
P -2.600 2.630 3.424
O -1.130 3.184 3.573
O -3.358 3.316 4.643
O -2.642 1.148 3.530
P -2.499 2.554 0.433
O -0.909 2.693 0.765
O -2.840 3.254 -0.812
O -2.787 1.071 0.608
H -5.285 3.750 2.628
H -5.046 2.134 1.914
H -5.155 3.553 0.869
H -3.128 5.162 1.150
H -1.094 4.151 3.477
H -4.123 2.809 4.951
H -0.517 3.396 0.227
C 1.404 0.521 0.106
C 2.580 -0.072 -0.656
As 3.838 1.366 -1.202
C 2.618 2.147 -2.524
C 2.161 1.422 -3.621
C 1.279 1.994 -4.524
C 0.840 3.297 -4.338
C 1.293 4.030 -3.252
C 2.179 3.456 -2.351
C 4.923 0.304 -2.438
C 5.087 -1.071 -2.313
C 5.922 -1.766 -3.177
C 6.608 -1.091 -4.175
C 6.460 0.283 -4.301
C 5.627 0.974 -3.437
P -0.077 -0.588 0.288
C -0.454 -0.839 -1.488
C -1.261 0.108 -2.119
C -1.507 0.034 -3.481
C -0.942 -0.982 -4.235
C -0.136 -1.927 -3.620
C 0.113 -1.855 -2.257
C 0.652 -2.160 0.853
C 1.726 -2.170 1.742
C 2.224 -3.366 2.235
C 1.646 -4.570 1.857
C 0.553 -4.569 1.003
C 0.056 -3.373 0.508
H 1.027 1.394 -0.433
H 1.705 0.862 1.102
H 2.241 -0.571 -1.563
H 3.118 -0.802 -0.054
H 2.513 0.409 -3.783
H 0.942 1.425 -5.381
H 0.151 3.744 -5.043
H 0.969 5.054 -3.116
H 2.550 4.033 -1.510
H 4.565 -1.616 -1.536
H 6.040 -2.836 -3.066
H 7.259 -1.633 -4.849
H 7.000 0.817 -5.072
H 5.514 2.048 -3.537
H -1.707 0.906 -1.546
H -2.151 0.772 -3.940
H -1.129 -1.038 -5.299
H 0.302 -2.731 -4.197
H 0.752 -2.599 -1.800
H 2.181 -1.238 2.057
H 3.070 -3.362 2.910
H 2.047 -5.508 2.216
H 0.091 -5.505 0.717
H -0.799 -3.377 -0.157


Entry 3:
136
Properties=species:S:1:pos:R:3 method="wB97M-V/def2-TZVPD" molar_mass_g_mol=4327.7 energy_ev=-3296112.69333 orbital_gap_ev=7.85 total_charge=+1
C 2.153 -1.328 1.652
C 0.821 -1.072 1.740
C 0.227 0.252 1.283
C 1.059 0.922 0.175
C 1.034 0.285 -1.208
C 0.861 1.161 -2.319
C 0.866 0.673 -3.625
C 1.072 -0.679 -3.919
C 1.224 -1.558 -2.835
C 1.430 -3.048 -3.051
C 1.194 -1.073 -1.511
N -1.189 0.305 0.797
C -2.113 -0.811 1.114
C -3.601 -0.372 1.133
C -4.621 -1.467 0.645
C -5.409 -0.883 -0.561
S -6.303 -2.130 -1.506
O -6.913 -1.463 -2.627
O -7.271 -2.787 -0.663
Cl -4.914 -3.416 -2.263
C -1.592 1.584 1.175
N -2.189 2.449 0.422
C -2.506 2.125 -1.005
O -3.684 2.808 -1.321
C -3.357 4.010 -2.060
N -1.230 1.853 2.494
C 0.086 1.111 2.601
Br 1.649 2.314 2.827
B -0.044 0.355 4.034
N -0.973 -0.768 4.263
O 0.727 0.811 5.101
H 2.917 -0.629 1.998
H 2.464 -2.271 1.156
H 0.200 -1.871 2.153
H 2.114 0.940 0.478
H 0.778 1.978 0.045
H 0.728 2.252 -2.213
H 0.750 1.349 -4.470
H 1.126 -1.071 -4.956
H 2.147 -3.263 -3.847
H 0.496 -3.589 -3.193
H 1.869 -3.431 -2.118
H 1.339 -1.808 -0.729
H -1.904 -1.310 2.065
H -1.985 -1.570 0.329
H -3.880 -0.127 2.164
H -3.797 0.506 0.508
H -5.359 -1.583 1.443
H -4.128 -2.405 0.381
H -4.734 -0.401 -1.281
H -6.134 -0.138 -0.218
H -2.440 3.354 0.803
H -2.620 1.049 -1.127
H -1.660 2.477 -1.608
H -2.993 3.706 -3.048
H -4.267 4.606 -2.134
H -2.589 4.611 -1.551
H -0.915 2.823 2.598
H -0.410 -1.564 4.557
H -1.657 -0.586 4.991
H 0.102 1.052 5.799
C 1.533 5.710 -3.902
Br 0.458 6.818 -2.745
Br 1.627 3.891 -3.248
Br 0.919 5.766 -5.724
H 2.538 6.112 -3.889
C -9.953 -2.484 1.830
Br -9.527 -2.895 3.667
Br -11.242 -3.704 1.092
Br -10.512 -0.645 1.627
H -9.039 -2.608 1.263
C 5.348 0.259 -1.646
Br 3.541 0.852 -2.029
Br 6.056 -0.827 -3.076
Br 6.523 1.730 -1.214
H 5.298 -0.374 -0.769
C 5.166 0.826 -6.380
Br 6.010 1.414 -8.009
Br 3.866 2.106 -5.749
Br 4.415 -0.943 -6.561
H 5.936 0.765 -5.624
C 5.979 -3.948 1.662
Br 4.299 -3.007 1.878
Br 7.013 -3.205 0.216
Br 6.964 -4.001 3.316
H 5.746 -4.970 1.395
C 4.542 6.133 -7.697
Br 4.810 5.563 -5.873
Br 3.567 4.821 -8.719
Br 3.717 7.869 -7.791
H 5.522 6.222 -8.147
C 4.349 9.557 -11.823
Br 4.985 10.281 -13.490
Br 5.119 7.825 -11.459
Br 4.620 10.789 -10.362
H 3.282 9.414 -11.924
C 11.490 -4.215 -0.210
Br 10.460 -5.466 -1.256
Br 11.121 -2.387 -0.705
Br 11.254 -4.502 1.681
H 12.532 -4.398 -0.434
C -8.836 -1.215 7.326
Br -9.131 -2.697 8.522
Br -9.773 0.369 7.897
Br -6.953 -0.871 7.069
H -9.243 -1.495 6.363
C -6.763 3.372 6.935
Br -5.911 3.364 8.662
Br -7.190 5.157 6.351
Br -5.710 2.427 5.622
H -7.696 2.835 7.037
C 0.517 -0.572 -8.491
Br -1.330 -1.118 -8.559
Br 0.967 0.182 -6.767
Br 1.705 -2.008 -8.977
H 0.645 0.210 -9.227
C -3.776 -7.153 -2.648
Br -2.448 -5.763 -2.434
Br -3.711 -7.925 -4.409
Br -3.627 -8.489 -1.269
H -4.745 -6.686 -2.538
C 6.381 -4.474 7.373
Br 5.364 -2.957 6.747
Br 5.345 -6.096 7.292
Br 8.057 -4.653 6.436
H 6.615 -4.297 8.414
C -4.801 -3.370 9.208
Br -5.191 -2.679 10.962
Br -3.583 -2.220 8.247
Br -4.161 -5.185 9.275
H -5.731 -3.377 8.654
C 4.529 0.662 8.300
Br 4.052 1.045 6.470
Br 5.197 2.225 9.205
Br 3.066 -0.149 9.259
H 5.333 -0.061 8.275


Copy entry 2 word for word.
94
Properties=species:S:1:pos:R:3 method="wB97M-V/def2-TZVPD" molar_mass_g_mol=832.5 multiplicity=4 relative_energy_kcal_mol=84.0 energy_ev=-170855.18657 orbital_gap_ev="8.00 / 8.33" total_charge=+1
V -1.678 0.280 1.849
C 0.205 0.227 4.197
O -0.492 -0.560 3.229
C -0.875 -1.861 3.688
C -2.240 -1.832 4.352
O -3.205 -1.375 3.434
C -3.849 -2.316 2.609
C -3.029 -2.608 1.362
O -2.572 -1.380 0.822
C -3.064 -1.067 -0.476
H -0.451 0.529 5.014
H 1.049 -0.337 4.599
H 0.567 1.120 3.690
H -0.934 -2.465 2.783
H -0.119 -2.281 4.356
H -2.467 -2.830 4.742
H -2.252 -1.119 5.180
H -4.066 -3.251 3.139
H -4.788 -1.844 2.318
H -2.159 -3.230 1.597
H -3.657 -3.160 0.657
H -4.146 -1.210 -0.538
H -2.830 -0.021 -0.654
H -2.573 -1.685 -1.235
C -4.793 3.192 1.832
C -3.283 3.367 1.902
O -2.854 4.723 1.967
P -2.600 2.630 3.424
O -1.130 3.184 3.573
O -3.358 3.316 4.643
O -2.642 1.148 3.530
P -2.499 2.554 0.433
O -0.909 2.693 0.765
O -2.840 3.254 -0.812
O -2.787 1.071 0.608
H -5.285 3.750 2.628
H -5.046 2.134 1.914
H -5.155 3.553 0.869
H -3.128 5.162 1.150
H -1.094 4.151 3.477
H -4.123 2.809 4.951
H -0.517 3.396 0.227
C 1.404 0.521 0.106
C 2.580 -0.072 -0.656
As 3.838 1.366 -1.202
C 2.618 2.147 -2.524
C 2.161 1.422 -3.621
C 1.279 1.994 -4.524
C 0.840 3.297 -4.338
C 1.293 4.030 -3.252
C 2.179 3.456 -2.351
C 4.923 0.304 -2.438
C 5.087 -1.071 -2.313
C 5.922 -1.766 -3.177
C 6.608 -1.091 -4.175
C 6.460 0.283 -4.301
C 5.627 0.974 -3.437
P -0.077 -0.588 0.288
C -0.454 -0.839 -1.488
C -1.261 0.108 -2.119
C -1.507 0.034 -3.481
C -0.942 -0.982 -4.235
C -0.136 -1.927 -3.620
C 0.113 -1.855 -2.257
C 0.652 -2.160 0.853
C 1.726 -2.170 1.742
C 2.224 -3.366 2.235
C 1.646 -4.570 1.857
C 0.553 -4.569 1.003
C 0.056 -3.373 0.508
H 1.027 1.394 -0.433
H 1.705 0.862 1.102
H 2.241 -0.571 -1.563
H 3.118 -0.802 -0.054
H 2.513 0.409 -3.783
H 0.942 1.425 -5.381
H 0.151 3.744 -5.043
H 0.969 5.054 -3.116
H 2.550 4.033 -1.510
H 4.565 -1.616 -1.536
H 6.040 -2.836 -3.066
H 7.259 -1.633 -4.849
H 7.000 0.817 -5.072
H 5.514 2.048 -3.537
H -1.707 0.906 -1.546
H -2.151 0.772 -3.940
H -1.129 -1.038 -5.299
H 0.302 -2.731 -4.197
H 0.752 -2.599 -1.800
H 2.181 -1.238 2.057
H 3.070 -3.362 2.910
H 2.047 -5.508 2.216
H 0.091 -5.505 0.717
H -0.799 -3.377 -0.157